Entry 1:
Here is an isolated ion of composition C8H13N2O and charge +1 at a distorted geometry from the Open Molecules 2025 dataset. Energies are from ωB97M-V/def2-TZVPD.

CARTESIAN COORDINATES (ANGSTROEM)
C1 2.388008 -0.532629 -0.929770
C2 1.242167 0.404833 -1.186867
C3 2.659785 -1.002995 0.224033
C4 1.098892 1.444478 -0.183995
C5 -1.537763 -1.287614 -0.086947
C6 -1.628602 0.765010 1.395322
C7 -1.976824 1.022000 -1.096080
C8 -1.331184 0.284450 0.016513
N1 0.154974 0.556621 -0.180030
N2 3.025317 -1.545579 1.292808
O1 1.670603 2.377160 0.240451
H1 3.164821 -0.544729 -1.651787
H2 0.959130 0.482741 -2.170214
H3 -0.811352 -1.662281 0.702065
H4 -2.496664 -1.406684 0.352221
H5 -1.410736 -1.809961 -1.066551
H6 -1.368767 1.806150 1.645871
H7 -0.956649 0.192886 2.041553
H8 -2.716159 0.594509 1.462161
H9 -2.915680 0.741927 -1.359674
H10 -1.760567 2.099772 -1.084391
H11 -1.391493 0.583762 -2.012793
H12 2.762891 -2.552886 1.478064
H13 3.175842 -1.010943 2.158039

Forces on atoms 1 to 2 (eV/Å):
-1.249 0.942 0.290
-0.172 -2.522 0.911

Values from the calculation:
SMILES string ... CC(C)(C)N1C(=O)[C@H]1C=C=[NH2+]
Kohn-Sham gap ... 0.31039 Ha
Relative energy (zero: lowest compared OMol25 entry of this formula, charge and spin) ... 108.7 kcal per mole
LUMO level ... -0.1749 Ha
Total energy ... -496.97762 Ha
Charge ... +1
Maximum force ... 4.775 eV Å⁻¹

***

Entry 2:
Here is a 2-piece molecular cluster, C8H13N2O3S overall at a distorted geometry from the Open Molecules 2025 dataset. Energies are from ωB97M-V/def2-TZVPD.

CARTESIAN COORDINATES (ANGSTROEM)
C1 2.866284 1.318251 0.585981
C2 2.648412 2.244601 -0.440426
C3 1.695103 -0.012122 -0.751556
C4 -1.790510 -1.183351 -1.860989
C5 2.431002 -0.948963 1.334173
C6 -2.410609 0.794865 -0.499652
C7 -2.403889 1.642338 0.697515
C8 -1.674567 -0.284057 -0.646387
N1 2.253176 0.105637 0.448021
N2 -1.100927 2.331953 0.784035
O1 0.000211 1.756625 0.821654
O2 -1.151176 3.520130 0.636867
O3 -0.900317 -0.835110 0.276468
S1 1.607388 1.411717 -1.614120
H1 3.221917 1.589315 1.574121
H2 3.042623 3.246261 -0.577488
H3 -0.909020 -1.064874 -2.568961
H4 -1.837473 -2.267994 -1.557572
H5 -2.628258 -0.881008 -2.376660
H6 3.478464 -1.183719 1.507270
H7 1.936851 -0.708966 2.200497
H8 1.837084 -1.884400 0.880742
H9 -2.942270 1.025403 -1.335602
H10 1.207374 -0.844325 -1.088426
H11 -2.607128 1.063366 1.595009
H12 -3.181278 2.479296 0.692860
H13 -0.555897 -0.161472 0.980190

Forces on atoms 1 to 2 (eV/Å):
-0.507 2.894 -0.222
-0.531 -2.985 0.649

Values from the calculation:
Kohn-Sham gap ... 0.31175 Ha
Relative energy (zero: lowest compared OMol25 entry of this formula, charge and spin) ... 57.0 kcal per mole
LUMO level ... -0.1466 Ha
Total energy ... -1045.65718 Ha
Charge ... +1
Maximum force ... 4.744 eV Å⁻¹

***

> Among the records above, which one has the lowest maximum force?

C8H13N2O3S